## P
The following is a quantum chemistry calculation of an isolated molecule of C9H9Cl2N, from the OMol25 dataset.

Cartesian coordinates (Å):
C 2.615 0.645 0.028
C 1.417 1.353 0.080
C 0.191 0.655 -0.055
C -1.062 1.431 -0.201
C -2.316 0.643 0.011
C -1.064 -1.475 0.150
C 0.235 -0.741 0.094
C 1.451 -1.439 0.025
C 2.654 -0.749 -0.008
H 1.392 2.452 0.115
H -1.039 2.354 0.441
H -1.041 1.867 -1.196
H -3.190 1.182 -0.415
H -2.548 0.542 1.100
H -3.006 -1.275 -0.363
H -0.915 -2.470 -0.308
H -1.296 -1.667 1.195
H 1.427 -2.539 0.075
N -2.135 -0.736 -0.519
Cl 4.116 1.577 -0.081
Cl 4.115 -1.609 -0.166

Output
LUMO level: 0.78 eV
Total charge: 0
Spin multiplicity: 1
Kohn-Sham gap: 9.60 eV

---

## Q
The following is a quantum chemistry calculation of an isolated molecule of C9H9Cl2N, from the OMol25 dataset.

Cartesian coordinates (Å):
C 1.097 2.626 -0.841
C 0.017 2.515 -1.703
C 1.355 1.665 0.108
C -0.772 1.387 -1.728
C 0.614 0.446 0.095
C -0.402 0.404 -0.802
C 0.948 -0.652 1.042
C -0.447 -1.280 1.628
C -1.183 -1.705 0.442
N -0.728 -2.749 -0.326
Cl -0.196 -2.802 2.687
Cl -2.904 -1.316 0.498
H 1.660 3.490 -0.862
H -0.180 3.349 -2.384
H 2.205 1.690 0.763
H -1.718 1.392 -2.347
H 1.385 -1.408 0.360
H 1.542 -0.148 1.783
H -0.966 -0.558 2.229
H -1.433 -3.301 -0.762
H 0.106 -3.044 0.120

Output
LUMO level (spin up / spin down): 0.24 / 0.11 eV
Total charge: 0
Spin multiplicity: 1
Kohn-Sham gap (spin up / spin down): 8.44 / 7.28 eV

---

We find P to be the most stable, with the next structure 85.6 kcal/mol higher.

---

## P
The following is a quantum chemistry calculation of an isolated molecule of C9H8N2, from the OMol25 dataset.

Cartesian coordinates (Å):
C 2.566 1.074 0.273
C 3.237 -0.119 -0.021
C 2.449 -1.268 -0.359
C 0.448 -0.124 0.001
C 1.214 1.147 0.321
C -0.929 -0.123 0.086
C -1.865 -0.561 0.997
C -3.130 -0.300 0.556
C -3.121 0.232 -0.669
H 3.115 1.940 0.470
H 4.367 -0.177 -0.279
H 2.847 -2.228 -0.493
H 0.532 1.740 0.417
H -1.721 -0.925 2.136
H -4.142 -0.601 1.060
H -3.862 0.483 -1.366
H -1.327 0.701 -1.807
N 1.100 -1.194 -0.320
N -1.780 0.304 -1.002

Output
LUMO level: 0.81 eV
Total charge: 0
Spin multiplicity: 1
Kohn-Sham gap: 9.16 eV

---

## Q
The following is a quantum chemistry calculation of an isolated molecule of C9H8N2, from the OMol25 dataset.

Cartesian coordinates (Å):
C -3.349 -0.531 -0.107
C -1.861 -0.174 -0.012
C -1.562 1.219 0.177
C 0.581 0.826 -0.296
C 1.924 1.258 -0.138
C 3.040 0.490 -0.152
C 2.861 -0.847 0.058
C 1.499 -1.412 0.033
C 0.409 -0.589 -0.211
H -3.557 -1.621 -0.626
H -4.068 0.144 -0.732
H -3.766 -0.390 0.989
H -2.341 1.935 0.347
H 2.229 2.319 0.266
H 4.110 0.749 -0.009
H 3.754 -1.608 0.348
H 1.542 -2.537 0.193
N -0.461 1.840 -0.043
N -0.983 -1.074 -0.084

Output
LUMO level: 0.00 eV
Total charge: 0
Spin multiplicity: 1
Kohn-Sham gap: 8.86 eV

---

We find Q to be the most stable, with the next structure 6.5 kcal/mol higher.

---

## P
The following is a quantum chemistry calculation of an isolated molecule of C9H8N2, from the OMol25 dataset.

Cartesian coordinates (Å):
C -3.092 -0.588 -0.028
C -1.602 -0.189 0.063
C -1.430 1.172 -0.018
C -0.112 1.675 0.099
C 0.913 0.719 0.035
C 3.252 0.513 -0.044
C 3.117 -0.915 -0.010
C 0.830 -0.763 0.067
C -0.510 -1.153 0.061
H -3.600 -0.398 0.915
H -3.273 -1.709 -0.169
H -3.736 0.077 -0.767
H -2.391 1.756 -0.008
H 0.066 2.771 0.093
H 4.223 1.076 -0.129
H 4.025 -1.521 -0.237
H -0.794 -2.268 -0.134
N 2.207 1.289 0.071
N 1.908 -1.544 0.138

Output
LUMO level: -0.52 eV
Total charge: 0
Spin multiplicity: 1
Kohn-Sham gap: 8.31 eV

---

## Q
The following is a quantum chemistry calculation of an isolated molecule of C9H8N2, from the OMol25 dataset.

Cartesian coordinates (Å):
C 2.153 1.787 -0.050
C 1.408 2.809 -0.767
C 0.034 2.463 -1.065
C 0.156 0.394 -0.057
C 1.536 0.571 0.357
C -0.500 -0.757 0.339
C -0.431 -1.683 1.380
C -1.261 -2.809 1.173
C -1.796 -2.569 -0.076
H 3.051 1.964 0.264
H 1.851 3.521 -1.168
H -0.550 3.271 -1.850
H 2.052 -0.058 0.828
H 0.208 -1.404 2.145
H -1.476 -3.539 1.762
H -2.625 -3.124 -0.502
H -1.891 -0.766 -1.431
N -0.525 1.302 -0.747
N -1.393 -1.372 -0.536

Output
LUMO level: 0.64 eV
Total charge: 0
Spin multiplicity: 1
Kohn-Sham gap: 8.47 eV

---

We find P to be the most stable, with the next structure 44.1 kcal/mol higher.

---

## P
The following is a quantum chemistry calculation of an isolated molecule of C7H17N2OP, from the OMol25 dataset.

Cartesian coordinates (Å):
C 1.280 -1.225 -0.324
C 0.997 0.051 -0.471
C 0.393 -2.416 -0.203
C 3.026 1.112 0.660
C -2.760 -0.757 0.004
C -1.639 0.475 1.897
C 2.112 1.039 -0.614
N -1.366 1.012 -2.122
N -1.612 0.052 0.513
O -0.358 2.390 -0.014
P -0.629 1.000 -0.513
H 2.297 -1.322 -0.261
H 0.845 -3.269 -0.649
H -0.561 -2.331 -0.666
H 0.243 -2.670 0.775
H 3.351 0.093 0.870
H 2.363 1.359 1.608
H 3.704 1.867 0.624
H -2.651 -0.920 -1.013
H -2.578 -1.733 0.508
H -3.631 -0.170 0.181
H -2.654 0.393 2.265
H -0.910 -0.143 2.547
H -1.329 1.431 1.973
H 1.664 2.006 -0.709
H 2.643 0.849 -1.516
H -1.475 0.213 -2.723
H -0.763 1.612 -2.628

Output
LUMO level: 0.78 eV
Total charge: 0
Spin multiplicity: 1
Kohn-Sham gap: 9.57 eV

---

## Q
The following is a quantum chemistry calculation of an isolated molecule of C7H17N2OP, from the OMol25 dataset.

Cartesian coordinates (Å):
C 1.315 -1.453 -0.745
C 1.282 -0.127 -0.507
C 0.187 -2.333 -0.526
C 2.499 1.505 1.009
C -2.824 -0.273 0.120
C -1.090 0.040 1.929
C 2.342 0.916 -0.402
N -1.116 0.307 -1.999
N -1.428 -0.128 0.494
O -0.329 2.200 -0.325
P -0.377 0.764 -0.520
H 2.170 -1.955 -1.038
H 0.286 -3.351 -0.838
H -0.689 -1.961 -1.049
H -0.212 -2.228 0.526
H 2.931 0.923 1.863
H 1.486 1.836 1.266
H 3.118 2.447 0.888
H -3.026 0.148 -0.942
H -3.154 -1.219 0.087
H -3.532 0.311 0.763
H -0.301 0.963 2.049
H -2.025 0.580 2.295
H -0.829 -0.810 2.436
H 1.985 1.790 -1.038
H 3.363 0.686 -0.719
H -1.395 -0.510 -2.368
H -0.638 0.931 -2.711

Output
LUMO level: 0.86 eV
Total charge: 0
Spin multiplicity: 1
Kohn-Sham gap: 9.78 eV

---

We find P to be the most stable, with the next structure 10.5 kcal/mol higher.

---

## P
The following is a quantum chemistry calculation of C5H20InN10O5 as an isolated structure, from the OMol25 dataset.

Cartesian coordinates (Å):
In 2.124 0.746 -1.211
C 1.804 -0.650 5.033
O 2.112 -0.835 3.840
N 0.896 0.202 5.434
N 2.246 -1.199 6.143
H 0.474 0.808 4.745
H 0.768 0.258 6.434
H 1.923 -1.002 7.080
H 2.815 -2.001 5.911
C -3.047 -1.798 0.821
O -2.042 -1.841 0.128
N -3.708 -2.779 1.306
N -3.641 -0.734 1.160
H -3.585 -3.725 0.972
H -4.464 -2.446 1.887
H -4.379 -0.730 1.849
H -3.088 0.109 1.117
C -3.268 2.421 -4.386
O -2.217 2.259 -3.833
N -3.458 3.228 -5.369
N -4.377 1.938 -3.929
H -2.703 3.858 -5.600
H -4.413 3.410 -5.644
H -5.221 2.132 -4.449
H -4.289 1.604 -2.979
C -0.453 -3.259 -5.567
O 0.277 -2.520 -4.965
N -0.383 -3.414 -6.855
N -1.256 -4.107 -5.044
H 0.518 -3.251 -7.282
H -0.977 -4.078 -7.331
H -1.699 -4.866 -5.542
H -1.418 -4.006 -4.052
C 5.972 3.126 3.238
O 5.576 2.829 2.156
N 6.160 2.355 4.320
N 6.011 4.351 3.602
H 6.198 2.604 5.298
H 6.134 1.374 4.083
H 5.721 5.068 2.953
H 6.359 4.558 4.527

Output
LUMO level: -14.87 eV
Total charge: +3
Spin multiplicity: 1
Kohn-Sham gap: 1.33 eV

---

## Q
The following is a quantum chemistry calculation of C5H20InN10O5 as an isolated structure, from the OMol25 dataset.

Cartesian coordinates (Å):
In -6.374 -20.539 -14.524
C -9.676 -19.236 -16.180
O -8.525 -19.745 -16.202
N -10.796 -19.909 -16.548
N -9.871 -17.948 -15.776
H -10.738 -20.837 -16.928
H -11.589 -19.323 -16.760
H -9.018 -17.539 -15.433
H -10.802 -17.706 -15.478
C -2.703 -20.383 -16.212
O -3.801 -20.676 -15.696
N -1.762 -21.328 -16.439
N -2.337 -19.118 -16.503
H -1.966 -22.277 -16.168
H -0.812 -21.142 -16.719
H -2.962 -18.374 -16.245
H -1.467 -18.933 -16.975
C -10.125 -21.198 -13.124
O -8.943 -20.991 -13.487
N -10.817 -22.307 -13.458
N -10.639 -20.440 -12.122
H -10.417 -23.058 -13.992
H -11.823 -22.307 -13.391
H -11.530 -20.571 -11.676
H -9.995 -19.708 -11.876
C -5.864 -18.119 -17.617
O -5.567 -18.680 -16.532
N -5.265 -16.953 -17.952
N -6.948 -18.446 -18.354
H -5.465 -16.467 -18.812
H -4.625 -16.442 -17.367
H -7.331 -19.344 -18.088
H -7.093 -18.101 -19.289
C -6.572 -22.040 -18.228
O -6.275 -21.265 -17.271
N -7.798 -21.907 -18.813
N -5.652 -22.767 -18.867
H -8.536 -21.690 -18.159
H -8.102 -22.493 -19.578
H -4.783 -22.907 -18.373
H -5.902 -23.444 -19.573

Output
LUMO level: -15.10 eV
Total charge: +3
Spin multiplicity: 1
Kohn-Sham gap: 3.21 eV

---

We find Q to be the most stable, with the next structure 132.2 kcal/mol higher.

---

## P
The following is a quantum chemistry calculation of an isolated molecule of C5H11NO4, from the OMol25 dataset.

Cartesian coordinates (Å):
C -2.119 -2.013 0.081
C -2.410 -0.524 0.279
C -3.727 -0.113 -0.362
C -1.282 0.354 -0.290
C 0.068 0.131 0.380
O 1.023 0.958 -0.199
O 2.290 0.831 0.561
N 3.206 0.289 -0.231
O 4.261 0.079 0.287
O -1.611 1.729 -0.210
H -1.938 -2.227 -0.973
H -1.238 -2.340 0.637
H -2.956 -2.633 0.403
H -2.465 -0.316 1.359
H -3.674 -0.248 -1.441
H -4.567 -0.697 0.013
H -3.930 0.942 -0.176
H -1.182 0.127 -1.363
H 0.033 0.391 1.442
H 0.416 -0.901 0.289
H -0.780 2.247 -0.302

Output
LUMO level: 0.16 eV
Total charge: 0
Spin multiplicity: 1
Kohn-Sham gap: 10.78 eV

---

## Q
The following is a quantum chemistry calculation of a 2-piece molecular cluster, C5H11NO4 overall, from the OMol25 dataset.

Cartesian coordinates (Å):
C 1.303 -0.897 -0.027
C -0.709 -0.078 0.236
C -1.660 0.005 1.422
C -1.431 0.258 -1.070
N -0.045 -1.404 0.154
C 0.836 0.409 0.665
O 2.338 -1.497 0.659
O 1.645 -0.810 -1.377
O 1.184 1.907 -0.899
O 1.229 1.024 1.604
H 2.246 -2.455 0.696
H 2.132 0.010 -1.534
H 1.634 2.503 -0.285
H -0.360 -2.038 -0.572
H 0.178 1.968 -0.684
H -2.533 -0.626 1.265
H -1.174 -0.359 2.325
H -1.970 1.036 1.575
H -1.882 1.248 -1.009
H -0.727 0.253 -1.900
H -2.235 -0.458 -1.243

Output
LUMO level: 0.53 eV
Total charge: 0
Spin multiplicity: 1
Kohn-Sham gap: 9.72 eV

---

We find Q to be the most stable, with the next structure 94.0 kcal/mol higher.